# 1
This record from the OMol25 dataset describes a 4-piece molecular cluster, C3H13O4 overall in a non-equilibrium geometry. The level of theory is the ωB97M-V functional and the def2-TZVPD basis.

Summary:
Relative energy (zero: lowest compared OMol25 entry of this formula, charge and spin) = 28.9 kcal/mol
Multiplicity = 1
Net charge = -1
LUMO level = 3.86 eV

Structure (XYZ):
```
20
C3H13O4 | the OMol25 dataset | the ωB97M-V functional and the def2-TZVPD basis
C 0.1253 0.3679 -1.2786
O -0.6233 1.5905 -1.0405
C 1.3878 0.4251 -0.3961
C 2.5689 -0.4388 -0.8915
H 0.4920 0.3811 -2.2988
H -0.5146 -0.3792 -0.8370
H 1.1102 0.2406 0.6555
H 1.6816 1.4568 -0.6108
H 2.1216 -1.4195 -0.9740
H 3.3634 -0.4085 -0.1790
H 2.7894 -0.2074 -1.9247
H -1.4551 1.4939 -0.5163
H -2.9198 0.3372 1.3618
O -2.1908 -0.0409 0.8730
H -2.0722 -1.6219 0.0715
H -1.0340 -1.9620 0.7899
O -1.5229 -2.4465 0.0579
H -0.7347 0.2748 2.1510
H -1.6548 1.3416 2.2247
O -0.9180 1.0150 2.7621
```

Need the natural (NBO) charges? In units of e they are: number 1, C, carries -0.0837; number 2, O, carries -0.7958; number 3, C, carries -0.4078; number 4, C, carries -0.6230; number 5, H, carries 0.1478; number 6, H, carries 0.2275; number 7, H, carries 0.2049; number 8, H, carries 0.1906; number 9, H, carries 0.2015; number 10, H, carries 0.2030; number 11, H, carries 0.1916; number 12, H, carries 0.5182; number 13, H, carries 0.4185; number 14, O, carries -1.3377; number 15, H, carries 0.5140; number 16, H, carries 0.4658; number 17, O, carries -1.0096; number 18, H, carries 0.4933; number 19, H, carries 0.4747; number 20, O, carries -0.9938



# 2
This record from the OMol25 dataset describes C3H14IrNS as an isolated structure in a non-equilibrium geometry. The level of theory is the ωB97M-V functional and the def2-TZVPD basis.

Summary:
Multiplicity = 6
Net charge = +1
LUMO level (alpha / beta) = -2.83 / -7.30 eV

Structure (XYZ):
```
20
C3H14IrNS | the OMol25 dataset | the ωB97M-V functional and the def2-TZVPD basis
C -0.3520 -0.2184 -2.4356
Ir -0.0263 -0.8890 -0.5558
N -0.7518 -2.2478 0.8093
H 1.0531 -1.9767 -1.1186
H -0.0905 -2.4850 1.5613
H -1.1392 -0.8756 -1.7833
H -0.0646 -0.8132 -3.3045
H 0.5827 0.1092 -1.8579
H -0.9025 0.6944 -2.6790
H -1.6092 -1.9386 1.2855
H -0.9918 -3.1371 0.3584
C 1.6950 1.8116 0.5325
S 0.7927 0.3356 1.1157
C -0.7432 1.2132 1.6017
H 2.4579 1.4975 -0.1851
H 2.1810 2.2466 1.4192
H 0.9975 2.5396 0.0989
H -0.7017 1.3319 2.6944
H -0.7804 2.2009 1.1312
H -1.6067 0.6006 1.3116
```

Need the natural (NBO) charges? In units of e they are: number 1, C, carries -0.8571; number 2, Ir, carries 0.8663; number 3, N, carries -1.1408; number 4, H, carries -0.2556; number 5, H, carries 0.4120; number 6, H, carries 0.1772; number 7, H, carries 0.3024; number 8, H, carries 0.2205; number 9, H, carries 0.2894; number 10, H, carries 0.4060; number 11, H, carries 0.4050; number 12, C, carries -0.8191; number 13, S, carries 0.3550; number 14, C, carries -0.8043; number 15, H, carries 0.2466; number 16, H, carries 0.2569; number 17, H, carries 0.2303; number 18, H, carries 0.2556; number 19, H, carries 0.2312; number 20, H, carries 0.2226



# 3
This record from the OMol25 dataset describes C3H14MgN2O5 as an isolated structure in a non-equilibrium geometry. The level of theory is the ωB97M-V functional and the def2-TZVPD basis.

Summary:
Multiplicity = 2
Net charge = +1
LUMO level (alpha / beta) = -3.08 / -6.35 eV

Structure (XYZ):
```
25
C3H14MgN2O5 | the OMol25 dataset | the ωB97M-V functional and the def2-TZVPD basis
Mg -0.4197 -0.8994 -0.3377
C 2.3068 -1.9731 1.0204
O 1.3108 -1.7459 0.0064
H 2.1964 -1.5547 2.0208
H 2.4221 -3.0345 1.2402
H 3.2599 -1.8444 0.5074
C -1.3411 0.3110 2.4051
O -1.4896 -0.1635 1.1272
H -1.4155 -0.5049 3.1240
H -0.3601 0.7319 2.6254
H -2.0446 1.0259 2.8318
C 0.6053 2.0308 -0.9476
O 0.4668 0.8259 -0.7260
N 1.1318 2.5240 -2.0474
N 0.1211 2.9522 -0.2478
H 1.4441 3.4715 -1.8902
H 1.3799 1.9477 -2.8388
H -0.1043 3.9073 -0.4866
H -0.2041 2.7049 0.6759
O -1.3230 -0.5711 -2.0616
H -2.2308 -0.2867 -2.1677
H -1.0405 -0.8066 -2.9453
O -1.3320 -2.7045 -0.3651
H -1.3220 -3.2760 0.4027
H -2.0177 -3.0676 -0.9256
```

Need the natural (NBO) charges? In units of e they are: number 1, Mg, carries 1.8041; number 2, C, carries -0.3308; number 3, O, carries -0.3919; number 4, H, carries 0.2217; number 5, H, carries 0.2605; number 6, H, carries 0.2475; number 7, C, carries -0.2253; number 8, O, carries -1.0816; number 9, H, carries 0.1376; number 10, H, carries 0.1123; number 11, H, carries 0.1484; number 12, C, carries 0.7906; number 13, O, carries -0.8194; number 14, N, carries -0.8074; number 15, N, carries -0.7841; number 16, H, carries 0.4021; number 17, H, carries 0.4150; number 18, H, carries 0.4170; number 19, H, carries 0.4217; number 20, O, carries -0.9990; number 21, H, carries 0.5216; number 22, H, carries 0.5092; number 23, O, carries -0.9954; number 24, H, carries 0.5137; number 25, H, carries 0.5123



Please write out number 3 again, unchanged.
This record from the OMol25 dataset describes C3H14MgN2O5 as an isolated structure in a non-equilibrium geometry. The level of theory is the ωB97M-V functional and the def2-TZVPD basis.

Summary:
Multiplicity = 2
Net charge = +1
LUMO level (alpha / beta) = -3.08 / -6.35 eV

Structure (XYZ):
```
25
C3H14MgN2O5 | the OMol25 dataset | the ωB97M-V functional and the def2-TZVPD basis
Mg -0.4197 -0.8994 -0.3377
C 2.3068 -1.9731 1.0204
O 1.3108 -1.7459 0.0064
H 2.1964 -1.5547 2.0208
H 2.4221 -3.0345 1.2402
H 3.2599 -1.8444 0.5074
C -1.3411 0.3110 2.4051
O -1.4896 -0.1635 1.1272
H -1.4155 -0.5049 3.1240
H -0.3601 0.7319 2.6254
H -2.0446 1.0259 2.8318
C 0.6053 2.0308 -0.9476
O 0.4668 0.8259 -0.7260
N 1.1318 2.5240 -2.0474
N 0.1211 2.9522 -0.2478
H 1.4441 3.4715 -1.8902
H 1.3799 1.9477 -2.8388
H -0.1043 3.9073 -0.4866
H -0.2041 2.7049 0.6759
O -1.3230 -0.5711 -2.0616
H -2.2308 -0.2867 -2.1677
H -1.0405 -0.8066 -2.9453
O -1.3320 -2.7045 -0.3651
H -1.3220 -3.2760 0.4027
H -2.0177 -3.0676 -0.9256
```

Need the natural (NBO) charges? In units of e they are: number 1, Mg, carries 1.8041; number 2, C, carries -0.3308; number 3, O, carries -0.3919; number 4, H, carries 0.2217; number 5, H, carries 0.2605; number 6, H, carries 0.2475; number 7, C, carries -0.2253; number 8, O, carries -1.0816; number 9, H, carries 0.1376; number 10, H, carries 0.1123; number 11, H, carries 0.1484; number 12, C, carries 0.7906; number 13, O, carries -0.8194; number 14, N, carries -0.8074; number 15, N, carries -0.7841; number 16, H, carries 0.4021; number 17, H, carries 0.4150; number 18, H, carries 0.4170; number 19, H, carries 0.4217; number 20, O, carries -0.9990; number 21, H, carries 0.5216; number 22, H, carries 0.5092; number 23, O, carries -0.9954; number 24, H, carries 0.5137; number 25, H, carries 0.5123



Which of these has the lowest multiplicity?
C3H13O4



Copy entry 3 word for word.
This record from the OMol25 dataset describes C3H14MgN2O5 as an isolated structure in a non-equilibrium geometry. The level of theory is the ωB97M-V functional and the def2-TZVPD basis.

Summary:
Multiplicity = 2
Net charge = +1
LUMO level (alpha / beta) = -3.08 / -6.35 eV

Structure (XYZ):
```
25
C3H14MgN2O5 | the OMol25 dataset | the ωB97M-V functional and the def2-TZVPD basis
Mg -0.4197 -0.8994 -0.3377
C 2.3068 -1.9731 1.0204
O 1.3108 -1.7459 0.0064
H 2.1964 -1.5547 2.0208
H 2.4221 -3.0345 1.2402
H 3.2599 -1.8444 0.5074
C -1.3411 0.3110 2.4051
O -1.4896 -0.1635 1.1272
H -1.4155 -0.5049 3.1240
H -0.3601 0.7319 2.6254
H -2.0446 1.0259 2.8318
C 0.6053 2.0308 -0.9476
O 0.4668 0.8259 -0.7260
N 1.1318 2.5240 -2.0474
N 0.1211 2.9522 -0.2478
H 1.4441 3.4715 -1.8902
H 1.3799 1.9477 -2.8388
H -0.1043 3.9073 -0.4866
H -0.2041 2.7049 0.6759
O -1.3230 -0.5711 -2.0616
H -2.2308 -0.2867 -2.1677
H -1.0405 -0.8066 -2.9453
O -1.3320 -2.7045 -0.3651
H -1.3220 -3.2760 0.4027
H -2.0177 -3.0676 -0.9256
```

Need the natural (NBO) charges? In units of e they are: number 1, Mg, carries 1.8041; number 2, C, carries -0.3308; number 3, O, carries -0.3919; number 4, H, carries 0.2217; number 5, H, carries 0.2605; number 6, H, carries 0.2475; number 7, C, carries -0.2253; number 8, O, carries -1.0816; number 9, H, carries 0.1376; number 10, H, carries 0.1123; number 11, H, carries 0.1484; number 12, C, carries 0.7906; number 13, O, carries -0.8194; number 14, N, carries -0.8074; number 15, N, carries -0.7841; number 16, H, carries 0.4021; number 17, H, carries 0.4150; number 18, H, carries 0.4170; number 19, H, carries 0.4217; number 20, O, carries -0.9990; number 21, H, carries 0.5216; number 22, H, carries 0.5092; number 23, O, carries -0.9954; number 24, H, carries 0.5137; number 25, H, carries 0.5123